[1]
The following is a DFT calculation (ωB97M-V/def2-TZVPD) of C53H71AsNO5P2RbSSi3 as an isolated structure.

Computed properties:
Charge = -2
Molecular weight = 1140.8 g mol⁻¹
HOMO-LUMO gap = 5.20 eV
Calculated total energy = -182388.3733 eV
E_HOMO = -1.5 eV
Energy relative to the best compared isomer or geometry (same formula, charge and spin) = 122.0 kJ/mol

Positions of all 138 atoms, in Å:
Rb 0.47689 -0.21788 0.03950
C -0.21043 3.56780 0.35542
O -0.54462 2.79317 -0.76022
Si -0.47250 3.25658 -2.38816
C -0.48743 5.16063 -2.32858
C -2.21654 2.81079 -2.95861
C 0.85201 2.53344 -3.33337
Si 0.53890 1.81952 -4.95579
C 2.00033 0.82020 -5.67238
C -0.86810 0.56457 -5.12410
C 0.16729 3.10836 -6.31621
Si 2.56455 2.75561 -2.81926
C 3.52205 1.13778 -2.55403
C 2.80500 3.66715 -1.17450
C 3.61050 3.79445 -4.03550
H 0.03159 4.60314 0.09017
H 0.65065 3.14024 0.87391
H -1.05277 3.59252 1.05859
H -1.25701 5.56096 -1.66051
H -0.70391 5.50596 -3.34436
H 0.47620 5.58949 -2.04548
H -2.92916 3.38698 -2.35861
H -2.39448 1.75066 -2.77213
H -2.40748 3.01988 -4.01367
H 1.97775 -0.16773 -5.20264
H 2.98788 1.25538 -5.51212
H 1.84919 0.69141 -6.75036
H -0.74631 -0.22948 -4.38690
H -0.81619 0.11069 -6.12169
H -1.86055 0.99651 -5.00318
H 1.02473 3.77799 -6.43401
H -0.69248 3.72597 -6.04039
H -0.04393 2.63943 -7.28370
H 3.36760 0.78170 -1.53108
H 4.60145 1.26239 -2.70302
H 3.16141 0.35301 -3.21808
H 2.46675 3.06902 -0.32554
H 2.30068 4.63524 -1.13058
H 3.87707 3.84718 -1.03682
H 3.64466 3.36993 -5.04158
H 4.63984 3.90253 -3.67556
H 3.16885 4.79231 -4.11801
C -3.35159 -1.33951 -3.11776
C -2.20254 -1.71950 -2.19015
O -1.59379 -0.80160 -1.64869
C -1.89040 -3.13282 -2.00150
C -2.42115 -4.06871 -2.90816
C -2.13338 -5.41148 -2.86141
C -1.27132 -5.86634 -1.84249
C -0.74417 -5.00464 -0.92714
C -1.01508 -3.58270 -0.93510
O -0.52739 -2.84888 -0.04227
H -3.57246 -0.28623 -2.95906
H -4.24021 -1.94799 -2.94187
H -3.04820 -1.46669 -4.15897
H -3.06939 -3.70950 -3.69891
H -2.54681 -6.09720 -3.59014
H -1.01877 -6.92221 -1.78623
H -0.07428 -5.35007 -0.14745
C 0.25353 -0.20416 4.38452
N -1.09012 -0.42153 3.79133
P -1.59015 0.97162 2.85779
C -3.41031 0.98609 3.07005
C -4.12189 0.20689 3.97443
C -5.50708 0.27499 4.02221
C -6.19305 1.13385 3.17467
C -5.48936 1.91753 2.26969
C -4.10653 1.83413 2.21050
C -1.16644 2.29742 4.06510
C -1.97544 2.62327 5.15356
C -1.59046 3.61051 6.04784
C -0.38788 4.28294 5.86386
C 0.42355 3.96163 4.78680
C 0.03770 2.97461 3.88726
P -1.03979 -2.00846 3.01353
C -2.73059 -2.19065 2.31667
C -3.01911 -1.50357 1.13739
C -4.26033 -1.61892 0.53340
C -5.22368 -2.45660 1.07681
C -4.93991 -3.16848 2.23239
C -3.70366 -3.03332 2.84984
C -1.23647 -3.01687 4.54532
C -0.95115 -4.37711 4.43368
C -1.10061 -5.22601 5.52119
C -1.51568 -4.71851 6.74533
C -1.77786 -3.36107 6.87225
C -1.64103 -2.51622 5.77885
H 0.17364 0.45380 5.25074
H 0.97033 0.23068 3.67853
H 0.65138 -1.15949 4.73121
H -3.58379 -0.47060 4.62433
H -6.05218 -0.35621 4.71376
H -7.27493 1.17992 3.20791
H -6.01744 2.57644 1.59161
H -3.55948 2.41262 1.47265
H -2.91681 2.10581 5.29851
H -2.22984 3.85678 6.88748
H -0.08590 5.05463 6.56243
H 1.36636 4.47272 4.63636
H 0.69948 2.70115 3.07536
H -2.29564 -0.83840 0.68677
H -4.46007 -1.05940 -0.37184
H -6.18880 -2.56051 0.59547
H -5.68205 -3.83108 2.66247
H -3.50730 -3.59018 3.75722
H -0.61522 -4.77031 3.47979
H -0.88430 -6.28188 5.41274
H -1.62527 -5.37651 7.59908
H -2.09076 -2.95482 7.82694
H -1.83807 -1.45439 5.86874
O 2.23112 1.66142 2.08104
C 3.10271 0.86971 1.64632
O 2.94596 -0.01588 0.78145
C 4.49747 0.99162 2.26027
C 5.55287 0.24407 1.75219
C 6.82118 0.34904 2.30670
C 7.04321 1.20007 3.38204
C 5.99132 1.94872 3.89516
C 4.72668 1.84641 3.33208
H 5.34730 -0.41341 0.91750
H 7.63961 -0.23355 1.89936
H 8.03264 1.28138 3.81776
H 6.15797 2.61596 4.73335
H 3.89016 2.42441 3.70348
C 4.60388 -1.96843 -4.01353
As 3.03472 -3.05358 -4.31971
C 3.64196 -4.84789 -3.91163
C 2.85944 -3.04350 -6.24719
S 1.32367 -2.52886 -3.29811
H 5.46994 -2.42877 -4.49191
H 4.76191 -1.87568 -2.94048
H 4.42811 -0.97635 -4.42412
H 4.47645 -5.13715 -4.55142
H 2.79909 -5.52300 -4.04747
H 3.94273 -4.86728 -2.86557
H 3.78175 -3.37560 -6.72511
H 2.62598 -2.02231 -6.54693
H 2.03160 -3.69579 -6.51959

Forces on atoms 1 to 3 (eV/Å):
Rb -0.424 0.135 -0.397
C -0.003 0.127 0.108
O 0.058 -0.184 -0.113

[2]
The following is a DFT calculation (ωB97M-V/def2-TZVPD) of one molecule with the formula C6H10.

Computed properties:
Charge = 0
Molecular weight = 82.1 g mol⁻¹
HOMO-LUMO gap = 10.62 eV
Calculated total energy = -6381.7371 eV
E_HOMO = -9.4 eV
Structure (SMILES) = C[C@H]1[C@H]2CC[C@@H]12
Energy relative to the best compared isomer or geometry (same formula, charge and spin) = 204.8 kJ/mol

Positions of all 16 atoms, in Å:
C 1.76612 -0.29484 0.69254
C 0.52786 -0.97574 0.04676
C -1.03690 -0.81351 -0.08847
C -1.53750 0.50262 0.46230
C -0.48818 1.19326 -0.45878
C -0.08182 -0.18054 -1.05022
H 1.59781 0.59137 1.31076
H 2.37733 0.05415 -0.15946
H 2.42142 -0.97459 1.25107
H 0.73421 -2.03133 -0.10546
H -1.69696 -1.63461 -0.38359
H -2.57000 0.76541 0.19863
H -1.44102 0.57748 1.54975
H 0.29112 1.76565 0.05296
H -0.96385 1.81660 -1.21400
H 0.10037 -0.36136 -2.10480

Forces on atoms 1 to 3 (eV/Å):
C -0.165 0.018 0.182
C -0.005 -0.077 -0.190
C 0.100 -0.237 0.295